Entry 1:
Below is a molecular structure, H22O11Xe in a non-equilibrium geometry, with properties calculated with ωB97M-V/def2-TZVPD.

Results
- Frontier orbital gap: 10.6685 eV
- LUMO level: 0.016 eV
- Energy relative to the best compared isomer or geometry (same formula, charge and spin): 82.4 kJ/mol

Element x y z (Å)
Xe  0.273  1.321  7.760
O  1.574  -0.139  10.620
O  2.811  0.313  4.927
O  -0.571  5.150  7.211
O  -2.425  -1.705  7.564
O  1.596  -1.904  6.143
O  -3.478  1.228  7.890
O  3.851  0.400  7.532
O  1.724  2.986  4.410
O  1.634  4.130  10.428
O  -1.918  0.112  11.017
O  -2.875  3.341  9.507
H  -1.310  4.747  6.755
H  1.960  -1.068  5.855
H  3.362  0.403  5.705
H  -1.429  -0.673  10.770
H  1.894  4.859  10.992
H  3.716  -0.469  7.912
H  1.784  3.740  4.997
H  -1.245  0.749  11.254
H  -3.774  3.625  9.342
H  -2.971  0.454  7.647
H  1.615  -1.858  7.099
H  -2.244  -2.478  7.029
H  2.261  0.454  10.925
H  -0.850  5.199  8.125
H  -1.760  -1.728  8.252
H  -2.805  2.497  9.060
H  2.215  1.061  4.968
H  0.797  4.403  10.054
H  1.123  -0.414  11.418
H  4.794  0.548  7.603
H  0.838  3.033  4.050
H  -4.271  0.878  8.296

Entry 2:
Below is 11 unconnected molecules or ions with the total composition C44H106N16O12 in a non-equilibrium geometry, with properties calculated with ωB97M-V/def2-TZVPD.

Results
- SMILES string: CC1(C)CCCC(C)(C)N1O.CC1(C)CCCC(C)(C)N1O.CC1(C)CCCC(C)(C)N1O.CC1(C)CCCC(C)(C)N1O.NC(N)=O.NC(N)=O.NC(N)=O.NC(N)=O.NC(N)=O.NC(N)=O.OCCO
- Frontier orbital gap: 7.7314 eV
- LUMO level: 0.052 eV
- Energy relative to the best compared isomer or geometry (same formula, charge and spin): 287.2 kJ/mol

Element x y z (Å)
O  8.625  2.167  -7.995
O  7.366  5.890  1.964
O  3.437  -0.450  6.485
O  -2.824  0.792  -8.726
O  -7.319  6.523  1.440
O  8.096  -4.671  -0.783
O  0.131  -7.619  0.937
O  2.576  -0.635  -0.901
O  1.724  -3.090  -2.131
O  -8.043  0.312  3.118
O  -5.909  -9.121  -0.879
O  1.375  -5.554  -8.460
N  2.083  -7.117  -7.055
N  -5.297  -7.272  -2.111
N  -8.814  -0.662  2.562
N  -1.213  -0.209  -7.428
N  0.140  -9.494  2.067
N  1.871  -8.909  0.991
N  8.932  5.328  3.547
N  7.496  3.861  2.833
N  9.816  -5.372  -2.083
N  1.613  -7.702  -8.953
N  8.745  2.683  -6.723
N  -6.983  -8.475  -2.612
N  2.440  -1.311  6.859
N  -6.183  7.098  2.004
N  -1.111  -0.366  -9.463
N  7.776  -5.806  -2.644
C  7.943  5.076  2.678
C  -10.264  -0.817  2.961
C  7.664  0.712  -5.829
C  -5.526  7.962  -0.355
C  -6.034  -8.363  -1.771
C  4.154  -3.002  7.430
C  -10.304  -1.599  4.351
C  0.915  0.480  7.589
C  -7.330  7.724  4.153
C  -10.302  -3.067  1.761
C  1.618  -0.623  -1.931
C  9.836  3.442  -4.135
C  1.077  -0.823  6.681
C  -4.554  5.877  0.695
C  0.718  -0.452  5.227
C  10.948  3.920  -7.191
C  1.837  -3.710  7.161
C  3.176  -3.032  5.081
C  10.204  0.688  -6.004
C  -6.962  -1.296  0.987
C  1.668  -6.677  -8.207
C  -8.857  -2.843  1.255
C  8.532  -5.118  -1.824
C  -1.770  0.159  -8.556
C  0.840  -1.929  -1.860
C  -11.040  0.552  2.969
C  9.573  4.441  -5.219
C  -6.568  8.273  2.882
C  -7.133  -2.554  3.138
C  2.859  -2.695  6.576
C  8.769  5.081  -7.448
C  0.669  -8.581  1.340
C  9.556  3.954  -6.655
C  -5.118  7.300  0.951
C  8.997  2.137  -4.265
C  -8.017  -1.794  2.046
C  0.323  -3.404  6.844
C  -3.876  7.950  1.667
C  -4.215  9.260  2.300
C  0.022  -1.927  7.200
C  -5.271  9.005  3.455
C  8.937  1.589  -5.738
C  -7.331  9.396  2.221
C  -10.939  -1.732  1.896
H  -3.817  5.829  -0.107
H  -8.443  -3.845  1.365
H  10.106  -5.976  -2.839
H  4.295  -4.082  7.457
H  -1.411  -0.251  -10.421
H  -0.357  -0.497  5.056
H  7.875  -0.146  -6.468
H  5.023  -2.535  6.965
H  1.283  0.231  8.584
H  -9.865  -0.963  5.121
H  6.817  1.297  -6.187
H  -9.642  -2.465  4.367
H  10.199  0.202  -6.980
H  -7.345  -0.766  0.115
H  -0.070  -1.925  -2.459
H  -4.121  5.319  1.524
H  2.277  -2.950  4.471
H  -5.567  -6.642  -2.853
H  3.400  -0.489  5.527
H  1.310  -3.793  -1.625
H  2.281  -9.756  1.359
H  10.285  5.267  -5.205
H  -11.936  0.342  3.554
H  0.691  -10.275  2.394
H  -4.422  -7.204  -1.611
H  0.237  -3.504  5.762
H  9.268  4.650  4.216
H  10.971  3.358  -8.124
H  -0.447  -4.072  7.229
H  10.540  -4.922  -1.540
H  7.698  2.369  -8.141
H  8.034  3.167  3.331
H  -11.297  -1.806  4.751
H  -8.980  -2.614  0.196
H  -11.527  0.761  2.017
H  1.854  -3.660  8.249
H  -4.398  9.918  1.451
H  -5.562  9.996  3.803
H  -0.402  -1.046  -9.231
H  -1.716  -0.057  -6.566
H  2.366  -8.283  0.372
H  9.393  5.831  -7.936
H  1.155  -1.233  4.605
H  -7.477  -0.194  3.704
H  2.137  -6.428  -6.318
H  -6.135  -2.128  3.243
H  6.835  3.568  2.127
H  0.029  -2.006  8.287
H  0.995  0.245  -1.717
H  -10.777  -3.695  1.007
H  -10.423  -3.534  2.739
H  8.571  4.864  -5.148
H  -6.898  -7.842  -3.395
H  -6.803  6.917  4.662
H  -5.832  9.006  -0.303
H  -6.158  -0.745  1.474
H  -6.607  10.053  1.740
H  7.435  0.226  -4.881
H  -7.703  -9.151  -2.404
H  0.531  -2.091  -0.827
H  -7.550  5.915  2.147
H  11.485  4.867  -7.231
H  1.532  1.310  7.248
H  9.518  1.531  -3.524
H  -1.032  -1.740  6.996
H  -7.660  -2.557  4.092
H  3.982  -2.432  4.660
H  2.697  -1.580  -0.779
H  -3.162  8.063  0.851
H  -10.855  -1.273  0.910
H  6.817  -5.605  -2.401
H  10.878  3.129  -4.193
H  -8.195  7.120  3.878
H  7.974  2.366  -3.969
H  11.516  3.243  -6.553
H  -3.440  7.302  2.427
H  -5.329  5.191  0.352
H  3.574  -4.027  4.883
H  9.722  4.061  -3.244
H  -6.511  -2.173  0.523
H  -0.846  -9.374  2.249
H  -4.954  8.643  4.433
H  -0.599  -1.010  -7.454
H  -8.113  9.083  1.529
H  11.079  1.336  -5.958
H  1.737  -8.600  -8.506
H  9.445  6.186  3.403
H  10.250  -0.117  -5.271
H  1.355  -7.657  -9.928
H  8.136  -5.897  -3.583
H  -6.326  7.349  -0.771
H  -6.960  -3.580  2.812
H  2.065  -0.634  -2.925
H  8.011  5.639  -6.898
H  1.255  0.409  4.828
H  -4.618  7.920  -0.956
H  -12.008  -1.761  2.109
H  -10.583  1.384  3.506
H  2.469  -8.050  -7.042
H  8.231  4.671  -8.303
H  -3.347  9.633  2.845
H  4.011  -2.577  8.423
H  -7.666  8.476  4.867
H  2.203  -4.733  7.066
H  -0.099  0.880  7.613
H  -7.810  10.071  2.931

Entry 3:
Below is 2 unconnected molecules or ions with the total composition C4H11N3O2 in a non-equilibrium geometry, with properties calculated with ωB97M-V/def2-TZVPD.

Results
- Frontier orbital gap: 8.0066 eV
- LUMO level: 0.094 eV
- Energy relative to the best compared isomer or geometry (same formula, charge and spin): 74.6 kJ/mol

Element x y z (Å)
O  1.737  3.243  1.324
O  1.213  1.208  0.550
N  -1.157  1.068  -0.718
N  -2.154  -0.998  -1.266
N  -0.240  -0.862  0.006
C  3.235  1.412  1.773
C  1.970  2.053  1.196
C  -1.194  -0.245  -0.703
C  -2.319  -2.435  -1.241
H  -0.247  1.468  -0.423
H  -2.778  -0.523  -1.895
H  -0.126  -1.859  0.020
H  -1.952  1.682  -0.742
H  4.092  1.728  1.194
H  -3.376  -2.636  -1.439
H  3.410  1.512  2.835
H  0.558  -0.294  0.299
H  3.097  0.354  1.510
H  -1.746  -2.966  -1.981
H  -2.023  -2.910  -0.301

Entry 4:
Below is a gas-phase ion, C2H5N2O (charge +1) in a non-equilibrium geometry, with properties calculated with ωB97M-V/def2-TZVPD.

Results
- SMILES string: [NH+]#CNCO
- Frontier orbital gap: 12.0403 eV
- LUMO level: -4.258 eV
- Total charge: +1
- Energy relative to the best compared isomer or geometry (same formula, charge and spin): 156.4 kJ/mol

Element x y z (Å)
O  0.036  1.418  1.159
N  -0.311  -0.653  0.032
N  1.641  -1.121  -1.313
C  -0.784  0.770  0.300
C  0.668  -0.922  -0.711
H  2.247  -1.319  -2.082
H  -0.173  1.287  2.096
H  -0.755  1.294  -0.661
H  -1.821  0.663  0.640
H  -0.750  -1.418  0.539

Entry 5:
Below is a molecular structure, C18H19AsN2O9RhS4, with properties calculated with ωB97M-V/def2-TZVPD.

Results
- 2S+1: 5
- Frontier orbital gap (alpha / beta): 7.1881 / 7.3226 eV
- LUMO level (alpha / beta): 2.139 / 1.339 eV
- Total charge: -1
- Energy relative to the best compared isomer or geometry (same formula, charge and spin): 19.5 kJ/mol

Element x y z (Å)
Rh  -0.530  -0.711  0.294
As  0.125  2.820  0.392
S  -0.069  -0.943  2.981
S  -1.818  1.140  -2.048
S  -2.743  -2.462  -0.972
S  -2.980  -1.005  0.603
O  -3.780  -2.297  -1.943
O  -2.793  -3.693  -0.206
O  1.636  3.024  -0.208
O  -0.527  0.690  -1.501
O  -1.943  0.958  -3.471
O  -1.392  -2.101  -1.422
O  -2.957  0.715  -1.238
O  -0.287  1.349  1.041
O  0.029  3.922  1.807
N  1.684  -0.866  -0.490
N  0.360  -2.893  0.678
C  -2.844  4.993  -2.555
C  1.773  -4.536  -0.298
C  2.365  0.199  -0.898
C  -0.387  -3.857  1.203
C  1.518  -0.099  3.073
C  -2.677  3.626  -2.690
C  2.267  -2.070  -0.515
C  -1.857  2.921  -1.814
C  -0.109  -5.200  1.014
C  1.444  -3.211  -0.038
C  -2.183  5.671  -1.541
C  4.298  -1.118  -1.351
C  -1.129  0.308  3.719
C  0.980  -5.540  0.231
C  3.677  0.118  -1.342
C  -1.201  3.590  -0.792
C  3.584  -2.230  -0.930
C  -1.360  4.971  -0.674
H  -3.483  5.527  -3.247
H  -2.153  -0.046  3.610
H  -0.845  5.496  0.120
H  2.618  -4.782  -0.925
H  -2.304  6.740  -1.423
H  4.183  1.020  -1.655
H  -3.167  3.075  -3.480
H  -1.009  1.239  3.169
H  0.921  4.279  1.899
H  -0.759  -5.949  1.441
H  2.262  -0.758  2.628
H  1.783  0.096  4.112
H  5.327  -1.220  -1.672
H  1.462  0.825  2.499
H  1.863  1.159  -0.849
H  -0.894  0.430  4.776
H  1.210  -6.577  0.027
H  4.051  -3.203  -0.903
H  -1.245  -3.537  1.777

Entry 6:
Below is a molecular structure, C19H13BF10MnN5O8S2 in a non-equilibrium geometry, with properties calculated with ωB97M-V/def2-TZVPD.

Results
- 2S+1: 4
- Frontier orbital gap (alpha / beta): 6.2034 / 6.9361 eV
- LUMO level (alpha / beta): -6.288 / -5.554 eV
- Total charge: +1
- Energy relative to the best compared isomer or geometry (same formula, charge and spin): 34.7 kJ/mol

Element x y z (Å)
Mn  0.719  -0.324  0.556
S  -0.024  -3.407  -0.012
S  1.529  -2.146  -1.928
F  -0.309  0.092  4.821
F  -0.319  -1.560  -3.722
F  -1.727  -2.058  -1.428
F  -1.613  -4.167  -1.892
F  0.584  0.082  2.255
F  0.298  -1.960  3.987
F  -2.735  -3.526  -0.179
F  1.722  -1.506  -4.436
F  0.755  -3.410  -4.071
F  1.900  -0.429  4.517
O  2.945  -2.168  -2.077
O  0.020  -4.601  0.732
O  -6.307  4.270  -1.462
O  0.205  -2.164  0.750
O  -7.612  3.063  -0.234
O  -0.966  0.365  0.217
O  -2.314  -1.010  1.387
O  0.994  -0.877  -1.358
N  0.955  -3.419  -1.251
N  1.365  1.520  0.232
N  -6.530  3.348  -0.703
N  2.643  -0.791  0.854
N  3.401  0.800  -0.699
C  3.622  -0.321  0.073
C  2.901  -1.841  1.668
C  -3.269  0.893  0.357
C  -2.145  -0.028  0.706
C  2.617  3.007  -1.147
C  1.745  4.026  -0.857
C  -3.079  1.949  -0.532
C  -5.586  1.466  0.583
C  -4.145  2.760  -0.875
C  0.561  2.551  0.580
C  0.719  3.807  0.067
C  -1.675  -3.288  -0.899
C  0.859  -2.159  -3.675
C  5.117  -2.023  0.824
C  4.112  -2.480  1.677
C  -4.518  0.655  0.920
C  -5.384  2.501  -0.316
C  4.879  -0.921  0.037
C  2.433  1.757  -0.548
B  0.616  -0.743  4.402
H  6.079  -2.514  0.789
H  4.268  -3.327  2.328
H  1.870  4.998  -1.315
H  3.461  3.161  -1.807
H  -4.035  3.582  -1.566
H  -4.639  -0.166  1.612
H  0.054  4.602  0.370
H  2.098  -2.145  2.325
H  5.642  -0.529  -0.621
H  -2.097  2.112  -0.953
H  -0.217  2.316  1.290
H  4.125  1.009  -1.365
H  -6.567  1.316  1.007

| no. | molar mass (g mol⁻¹) |
| --- | --- |
| 1 | 329.45 |
| 2 | 1051.43 |
| 3 | 133.15 |
| 4 | 73.07 |
| 5 | 713.45 |
| 6 | 759.20 |